Record 1
The following is a DFT calculation (wB97M-V/def2-TZVPD) of a 3-piece molecular cluster, C7H10N2 overall in a non-equilibrium geometry.

```
19
Properties=species:S:1:pos:R:3
C -1.36 -0.06 0.10
C -0.71 -1.40 0.11
C 0.60 -1.22 0.84
C 0.51 1.76 0.22
C 1.75 1.05 0.25
C 2.50 -0.25 -0.10
C 1.56 -1.19 -0.27
H -3.43 1.05 -1.03
H -3.26 -1.24 0.01
H -0.44 -1.73 -0.93
H -1.52 -2.11 0.38
H 0.91 -0.57 1.66
H -1.44 2.10 -0.44
H 0.74 2.94 -0.05
H 2.53 1.87 0.67
H 3.51 -0.34 -0.58
H 1.21 -1.86 -1.10
N -2.78 0.03 0.24
N -0.89 1.19 0.00
```

Calculated values
HOMO-LUMO gap = 4.9 eV
Net charge = 0
Energy relative to the best compared isomer or geometry (same formula, charge and spin) = 283.35 kcal per mole
Energy = -10389.3239 eV
Lowest unoccupied orbital energy = -1.6209 eV
Molar mass = 122.17 g/mol

Mulliken population analysis, charges in e, atoms 1 to 5: 0.392 -0.177 -0.935 -0.355 -0.261

---

Record 2
The following is a DFT calculation (wB97M-V/def2-TZVPD) of a 6-piece molecular cluster, H12O6 overall.

```
18
Properties=species:S:1:pos:R:3
O 7.55 -4.03 39.03
H 8.44 -4.40 38.91
H 7.44 -3.97 39.98
O 9.34 -4.06 34.39
H 9.77 -4.26 33.55
H 9.99 -3.53 34.88
O 6.90 -5.35 35.61
H 6.73 -4.61 36.21
H 7.73 -5.13 35.17
O 4.79 -6.16 34.00
H 5.55 -5.86 34.56
H 4.45 -6.94 34.44
O 7.62 -2.53 32.21
H 8.25 -1.80 32.24
H 7.86 -3.10 32.96
O 7.29 -2.36 36.79
H 7.34 -2.92 37.60
H 8.21 -2.24 36.51
```

Calculated values
HOMO-LUMO gap = 10.0 eV
Net charge = 0
Energy relative to the best compared isomer or geometry (same formula, charge and spin) = 28.02 kcal per mole
Energy = -12479.8985 eV
Lowest unoccupied orbital energy = -0.1930 eV
SMILES string = O.O.O.O.O.O
Molar mass = 108.09 g/mol

Mulliken population analysis, charges in e, atoms 1 to 5: -0.658 0.326 0.299 -0.615 0.313

---

Record 3
The following is a DFT calculation (wB97M-V/def2-TZVPD) of an isolated molecule of C20H24N2O3S in a non-equilibrium geometry.

```
50
Properties=species:S:1:pos:R:3
C 3.12 2.61 3.49
C 2.02 1.77 2.88
H 1.30 2.40 2.35
H 1.48 1.21 3.66
O 2.63 0.86 1.97
C 1.98 -0.30 1.62
C 2.81 -1.38 1.34
C 2.29 -2.59 0.93
C 0.92 -2.75 0.80
C 0.09 -1.67 1.09
C 0.59 -0.44 1.48
O -0.18 0.68 1.67
C -1.58 0.57 1.76
C -2.04 -0.04 3.08
H -1.67 0.55 3.91
H -1.67 -1.06 3.18
H -3.13 -0.06 3.11
H -1.93 1.61 1.69
H -1.99 0.02 0.90
H -0.98 -1.80 0.99
C 0.34 -4.02 0.24
H 0.94 -4.88 0.53
H -0.68 -4.16 0.60
C 0.32 -3.92 -1.30
N -0.37 -2.72 -1.73
C 0.34 -1.57 -1.92
O 1.54 -1.58 -2.15
C -0.47 -0.35 -1.86
C -1.86 -0.24 -1.91
C -2.16 1.11 -1.71
C -0.94 1.79 -1.53
N 0.07 0.90 -1.64
C 1.46 1.24 -1.48
H 1.63 1.63 -0.47
H 2.07 0.36 -1.63
H 1.73 2.00 -2.21
C -1.10 3.17 -1.29
C -2.41 3.51 -1.28
S -3.50 2.19 -1.58
H -2.84 4.49 -1.13
H -0.30 3.87 -1.12
H -2.57 -1.02 -2.11
H -1.33 -2.63 -1.43
H 1.34 -3.85 -1.68
H -0.18 -4.79 -1.73
H 2.95 -3.41 0.69
H 3.87 -1.24 1.45
H 2.69 3.34 4.18
H 3.82 1.98 4.03
H 3.66 3.13 2.71
```

Calculated values
HOMO-LUMO gap = 8.5 eV
Net charge = 0
Energy relative to the best compared isomer or geometry (same formula, charge and spin) = 49.93 kcal per mole
Energy = -41087.4559 eV
Lowest unoccupied orbital energy = 0.5812 eV
SMILES string = CCOc1ccc(CCNC(=O)c2cc3sccc3n2C)cc1OCC
Molar mass = 372.49 g/mol

Mulliken population analysis, charges in e, atoms 1 to 5: -1.481 0.174 0.169 0.274 -0.478

---

Record 4
The following is a DFT calculation (wB97M-V/def2-TZVPD) of a 5-piece molecular cluster, C6H22NO5 overall in a non-equilibrium geometry.

```
34
Properties=species:S:1:pos:R:3
C -0.43 -1.62 1.28
O -1.28 -0.69 0.65
C 1.00 -1.64 0.68
C 0.99 -1.42 -0.85
C 1.59 -2.60 -1.64
C 1.62 -0.10 -1.33
C 3.15 -0.18 -1.54
N 1.84 -0.76 1.51
H -0.90 -2.58 1.22
H -0.30 -1.30 2.32
H 1.36 -2.66 0.84
H -0.03 -1.39 -1.23
H 2.63 -2.83 -1.39
H 1.39 -2.40 -2.69
H 0.99 -3.51 -1.56
H 1.17 0.04 -2.32
H 1.43 0.73 -0.66
H 3.69 0.74 -1.30
H 3.58 -0.89 -0.85
H 3.37 -0.53 -2.55
H 1.54 0.18 1.27
H 2.82 -0.85 1.22
H -1.33 0.25 1.25
H -1.46 1.28 2.88
O -1.40 1.37 1.93
H -0.96 2.29 -1.90
H -2.04 1.59 -2.72
O -1.33 2.25 -2.79
H -3.39 0.50 0.63
H -3.92 -0.49 -0.36
O -4.23 0.15 0.28
H -1.24 3.91 1.19
H -0.38 2.94 1.86
O -0.43 3.92 1.73
```

Calculated values
HOMO-LUMO gap (alpha / beta) = 2.0 / 8.1 eV
Net charge = -2
<S²> = 0.75
Energy = -18304.0441 eV
Lowest unoccupied orbital energy (alpha / beta) = 5.4797 / 5.4077 eV
2S+1 = 2
Molar mass = 188.24 g/mol

Mulliken population analysis, charges in e, atoms 1 to 5: -1.466 -0.436 -0.024 1.923 -2.989